Entry 1:
DFT (ωB97M-V with the def2-TZVPD basis set) results for a cluster of 11 separate species, C33H88O11 in total in a non-equilibrium geometry.

Kohn-Sham gap: 9.59 eV
Structure (SMILES): CC(C)O.CC(C)O.CC(C)O.CC(C)O.CC(C)O.CC(C)O.CC(C)O.CC(C)O.CC(C)O.CC(C)O.CC(C)O
E_HOMO: -9.338 eV
Relative energy (zero: lowest compared OMol25 entry of this formula, charge and spin): 88.5 kcal per mole
E_LUMO: 0.2 eV

Each line ends with the Löwdin charge.
Positions of all 132 atoms, in Å:
C1 1.353 -0.232 7.538  -0.049
C2 0.149 -0.942 6.934  -0.545
C3 0.082 -0.799 5.422  -0.064
O1 0.183 -2.269 7.297  -0.027
H1 1.543 0.780 7.182  0.071
H2 2.280 -0.741 7.274  0.080
H3 1.236 -0.247 8.622  0.080
H4 -0.763 -0.531 7.368  0.132
H5 -0.860 -1.086 4.954  0.077
H6 0.989 -1.257 5.027  0.080
H7 0.118 0.259 5.161  0.073
H8 -0.577 -2.622 6.829  0.093
C4 3.172 6.051 -0.045  -0.055
C5 1.907 5.296 0.282  -0.487
C6 2.071 3.895 -0.288  -0.077
O2 1.918 5.030 1.631  -0.060
H9 3.397 7.008 0.424  0.083
H10 3.132 6.265 -1.113  0.079
H11 4.007 5.366 0.102  0.075
H12 0.984 5.777 -0.045  0.144
H13 1.759 3.910 -1.332  0.059
H14 1.616 3.032 0.198  0.069
H15 3.102 3.555 -0.385  0.068
H16 2.695 4.469 1.688  0.030
C7 -3.555 3.265 -1.780  -0.058
C8 -3.612 3.776 -3.229  -0.509
C9 -5.045 3.548 -3.717  -0.059
O3 -3.218 5.104 -3.297  -0.026
H17 -4.333 3.750 -1.190  0.085
H18 -2.610 3.520 -1.300  0.067
H19 -3.595 2.180 -1.684  0.047
H20 -2.990 3.126 -3.845  0.128
H21 -5.074 3.554 -4.806  0.076
H22 -5.724 4.340 -3.401  0.078
H23 -5.479 2.611 -3.367  0.079
H24 -3.941 5.661 -2.999  0.091
C10 3.132 3.479 4.466  -0.046
C11 3.863 2.590 3.502  -0.505
C12 3.323 1.151 3.383  -0.027
O4 3.959 3.182 2.252  -0.050
H25 2.102 3.611 4.133  0.086
H26 3.619 4.431 4.675  0.087
H27 3.076 3.042 5.463  0.076
H28 4.870 2.483 3.906  0.133
H29 2.409 1.127 2.789  0.060
H30 3.166 0.702 4.363  0.073
H31 4.078 0.567 2.856  0.076
H32 4.680 2.785 1.758  0.111
C13 -3.896 -0.727 -1.714  -0.057
C14 -4.729 -1.831 -2.327  -0.530
C15 -5.472 -2.511 -1.223  -0.051
O5 -5.650 -1.271 -3.201  -0.036
H33 -3.163 -1.292 -1.138  0.066
H34 -4.400 0.048 -1.137  0.088
H35 -3.313 -0.210 -2.476  0.077
H36 -4.114 -2.431 -2.999  0.124
H37 -5.967 -1.813 -0.548  0.092
H38 -4.693 -2.986 -0.625  0.059
H39 -6.125 -3.352 -1.458  0.086
H40 -5.527 -1.883 -3.929  0.089
C16 1.635 -4.492 0.210  -0.036
C17 0.736 -4.319 1.494  -0.453
C18 1.439 -3.425 2.525  -0.045
O6 -0.405 -3.682 1.030  -0.092
H41 2.613 -4.826 0.556  0.071
H42 1.830 -3.596 -0.379  0.059
H43 1.225 -5.204 -0.507  0.073
H44 0.373 -5.217 1.993  0.141
H45 0.709 -3.037 3.236  0.067
H46 1.967 -2.604 2.042  0.076
H47 2.196 -4.048 3.001  0.081
H48 -0.140 -2.856 0.616  0.039
C19 1.343 -2.723 -3.708  -0.046
C20 -0.077 -2.261 -3.665  -0.521
C21 -1.007 -3.276 -3.022  -0.022
O7 -0.114 -1.058 -2.976  -0.055
H49 1.772 -2.752 -2.706  0.062
H50 1.879 -1.941 -4.247  0.085
H51 1.467 -3.745 -4.066  0.090
H52 -0.511 -2.140 -4.657  0.138
H53 -0.884 -4.237 -3.521  0.089
H54 -1.985 -2.815 -3.159  0.062
H55 -0.746 -3.462 -1.980  0.076
H56 0.269 -0.364 -3.518  0.059
C22 4.777 -1.630 -2.185  -0.034
C23 4.535 -0.132 -1.916  -0.477
C24 3.405 0.130 -0.969  -0.054
O8 5.753 0.394 -1.383  -0.057
H57 5.625 -1.757 -2.858  0.077
H58 3.927 -2.036 -2.734  0.047
H59 4.819 -2.326 -1.347  0.086
H60 4.324 0.496 -2.782  0.119
H61 3.567 -0.453 -0.062  0.084
H62 2.456 -0.244 -1.352  0.065
H63 3.325 1.178 -0.681  0.068
H64 6.418 0.237 -2.058  0.079
C25 -0.412 -0.060 1.910  -0.044
C26 -0.865 -0.112 0.459  -0.472
C27 -0.565 1.228 -0.282  -0.015
O9 -0.114 -1.133 -0.093  -0.066
H65 -0.933 0.674 2.525  0.087
H66 0.652 0.162 1.998  0.068
H67 -0.690 -1.055 2.256  0.068
H68 -1.914 -0.406 0.483  0.117
H69 -0.714 2.100 0.355  0.081
H70 -1.317 1.281 -1.069  0.055
H71 0.420 1.288 -0.745  0.056
H72 -0.189 -1.081 -1.048  0.052
C28 1.972 2.156 -3.644  -0.022
C29 0.802 2.181 -4.660  -0.503
C30 1.041 3.057 -5.843  -0.054
O10 0.607 0.885 -5.153  -0.060
H73 2.903 1.954 -4.173  0.087
H74 1.695 1.502 -2.817  0.056
H75 2.148 3.131 -3.191  0.064
H76 -0.119 2.456 -4.146  0.134
H77 1.207 4.044 -5.411  0.090
H78 0.126 3.069 -6.435  0.083
H79 1.861 2.701 -6.466  0.092
H80 -0.143 0.848 -5.752  0.103
C31 -4.796 -5.214 3.005  -0.040
C32 -3.662 -4.412 2.249  -0.476
C33 -4.022 -2.927 2.165  -0.064
O11 -2.457 -4.488 2.973  -0.060
H81 -4.511 -6.240 3.236  0.066
H82 -5.672 -5.411 2.387  0.067
H83 -5.011 -4.644 3.909  0.075
H84 -3.473 -4.790 1.244  0.129
H85 -3.382 -2.582 1.353  0.052
H86 -3.771 -2.448 3.111  0.085
H87 -4.992 -2.603 1.786  0.067
H88 -1.769 -4.173 2.382  0.036

Entry 2:
DFT (ωB97M-V with the def2-TZVPD basis set) results for a structure of composition C17H19BN6O3Re in a non-equilibrium geometry.

Kohn-Sham gap (alpha / beta): 3.92 / 3.13 eV
Multiplicity: 4
E_HOMO (alpha / beta): -13.831 / -13.599 eV
E_LUMO (alpha / beta): -9.9 / -10.5 eV
Total charge: +2

Each line ends with the Mulliken spin population.
Positions of all 47 atoms, in Å:
H1 2.133 -2.755 1.044  -0.008
N1 1.780 -1.286 -0.549  -0.002
B1 2.103 0.251 -2.578  -0.028
N2 2.617 -0.890 -1.655  0.042
C1 3.621 -1.785 -1.751  0.032
Re1 0.097 -1.902 -0.941  2.575
H2 4.315 -1.759 -2.554  0.000
C2 3.588 -2.670 -0.663  0.020
H3 4.244 -3.493 -0.460  0.003
C3 2.521 -2.289 0.140  0.057
H4 2.793 0.356 -3.540  0.002
C4 -1.794 2.127 1.257  0.003
H5 -2.747 1.998 1.748  0.000
H6 -1.791 1.372 0.455  -0.002
H7 -1.729 3.082 0.758  0.000
N3 2.179 1.540 -1.700  -0.005
N4 0.616 0.059 -2.981  0.076
N5 1.465 1.589 -0.537  0.015
N6 -0.380 -0.350 -2.024  -0.036
C5 2.836 2.708 -1.906  0.000
C6 0.052 -0.020 -4.209  0.035
H8 3.462 2.845 -2.779  0.000
H9 0.643 0.099 -5.096  -0.002
C7 2.509 3.556 -0.830  0.008
C8 -1.312 -0.291 -4.103  0.023
C9 1.636 2.796 -0.025  -0.005
C10 -1.585 -0.349 -2.748  0.028
H10 2.849 4.561 -0.676  0.000
H11 -2.019 -0.443 -4.922  0.000
H12 1.129 3.106 0.880  0.000
H13 -2.527 -0.590 -2.258  -0.008
H14 -1.012 2.016 1.960  0.000
O1 -0.425 -2.601 3.198  0.018
C11 -1.671 -2.177 3.513  0.036
C12 -1.978 -2.119 4.885  -0.003
C13 -3.232 -1.667 5.299  0.011
C14 -4.191 -1.277 4.339  0.031
C15 -3.887 -1.350 2.964  -0.020
C16 -2.626 -1.791 2.524  0.020
C17 -2.248 -1.647 1.069  -0.001
O2 -3.113 -1.405 0.225  0.006
O3 -0.973 -1.886 0.717  0.087
H15 -0.356 -2.430 2.229  -0.009
H16 -1.208 -2.427 5.600  0.000
H17 -3.450 -1.617 6.374  0.000
H18 -5.177 -0.916 4.675  0.000
H19 -4.634 -1.054 2.214  -0.001

Entry 3:
DFT (ωB97M-V with the def2-TZVPD basis set) results for the molecule C2H4N2O in a non-equilibrium geometry.

Kohn-Sham gap (alpha / beta): 10.12 / 7.47 eV
E_HOMO (alpha / beta): -10.160 / -8.235 eV
Relative energy (zero: lowest compared OMol25 entry of this formula, charge and spin): 120.3 kcal per mole
E_LUMO (alpha / beta): 0.0 / -0.8 eV

Each line ends with the natural charge from an NBO analysis.
Positions of all 9 atoms, in Å:
C1 -0.343 1.290 -1.579  0.043
C2 -0.100 -0.566 0.183  -0.458
N1 -0.740 1.548 -2.709  -0.146
N2 -0.674 -0.039 -1.040  0.035
O1 -1.354 -0.655 -1.842  -0.351
H1 0.292 1.860 -0.966  0.190
H2 -0.571 -1.498 0.250  0.236
H3 1.010 -0.616 -0.075  0.225
H4 -0.547 0.132 0.929  0.225

Entry 4:
DFT (ωB97M-V with the def2-TZVPD basis set) results for a structure of composition C35H32BaN7OS in a non-equilibrium geometry.

Kohn-Sham gap: 5.78 eV
E_HOMO: -9.176 eV
Relative energy (zero: lowest compared OMol25 entry of this formula, charge and spin): 0.0 kcal per mole
E_LUMO: -3.4 eV
Total charge: +1

Each line ends with the Löwdin charge.
Positions of all 77 atoms, in Å:
Ba1 0.370 -0.052 -0.745  1.972
C1 -0.220 -4.708 0.272  -0.091
C2 -0.217 -3.462 -0.339  -0.102
N1 -0.060 -2.360 0.380  -0.075
C3 0.093 -2.463 1.697  -0.177
C4 0.059 -3.713 2.292  -0.044
N2 -0.091 -4.834 1.584  0.113
C5 0.267 -1.166 2.505  -0.190
C6 0.460 -1.189 3.875  0.053
C7 0.614 0.001 4.572  -0.109
C8 0.535 1.181 3.851  0.050
C9 0.335 1.144 2.481  -0.182
N3 0.202 -0.014 1.831  -0.027
C10 0.228 2.429 1.651  -0.177
C11 0.232 3.689 2.224  -0.043
N4 0.119 4.801 1.496  0.113
C12 -0.006 4.652 0.186  -0.092
C13 -0.027 3.396 -0.405  -0.098
N5 0.092 2.304 0.335  -0.061
C14 0.871 0.010 6.061  -0.157
C15 0.972 -1.168 6.783  -0.012
C16 1.217 -1.110 8.146  -0.120
N6 1.368 0.025 8.832  0.080
C17 1.271 1.152 8.124  -0.120
C18 1.028 1.195 6.760  -0.013
H1 -0.342 -5.611 -0.316  0.118
H2 -0.350 -3.361 -1.412  0.113
H3 0.153 -3.824 3.364  0.116
H4 0.509 -2.134 4.390  0.097
H5 0.650 2.132 4.345  0.099
H6 0.325 3.813 3.295  0.116
H7 -0.102 5.547 -0.419  0.117
H8 -0.150 3.279 -1.477  0.111
H9 0.870 -2.140 6.322  0.104
H10 1.296 -2.036 8.704  0.112
H11 1.393 2.084 8.664  0.112
H12 0.971 2.162 6.280  0.104
N7 2.646 0.000 -0.376  -0.274
C19 3.898 0.016 -0.197  -0.373
C20 4.860 -0.446 -1.277  -0.186
C21 5.985 -1.216 -1.003  -0.040
C22 6.789 -1.695 -2.035  -0.078
C23 6.494 -1.383 -3.355  -0.091
C24 5.382 -0.594 -3.638  -0.092
C25 4.574 -0.143 -2.605  -0.060
C26 4.489 0.484 1.129  -0.173
C27 5.679 1.190 1.262  -0.037
C28 6.095 1.651 2.510  -0.078
C29 5.341 1.388 3.645  -0.087
C30 4.156 0.665 3.527  -0.080
C31 3.741 0.229 2.279  -0.048
H13 6.234 -1.456 0.026  0.116
H14 7.653 -2.307 -1.802  0.104
H15 7.131 -1.742 -4.155  0.102
H16 5.155 -0.323 -4.663  0.097
H17 3.700 0.466 -2.809  0.085
H18 6.287 1.400 0.388  0.116
H19 7.017 2.213 2.594  0.104
H20 5.677 1.736 4.614  0.102
H21 3.566 0.437 4.409  0.092
H22 2.819 -0.328 2.165  0.082
C32 1.634 -1.698 -5.578  -0.121
C33 0.287 -1.178 -5.082  -0.379
S1 0.543 0.314 -4.133  0.947
O1 -0.420 0.250 -2.902  -0.906
C34 -0.129 1.537 -5.230  -0.394
C35 -1.633 1.438 -5.450  -0.111
H23 1.490 -2.613 -6.150  0.085
H24 2.313 -1.900 -4.749  0.074
H25 2.128 -0.977 -6.233  0.080
H26 -0.207 -1.846 -4.375  0.094
H27 -0.423 -0.977 -5.882  0.086
H28 0.461 1.445 -6.149  0.105
H29 0.157 2.486 -4.772  0.091
H30 -1.913 0.605 -6.093  0.074
H31 -1.973 2.352 -5.936  0.087
H32 -2.164 1.335 -4.505  0.073

Calculated E_tot in order - -58168.0849; -35805.5834; -7161.2637; -60816.3351 eV